1.
Entry from OMol25: the molecule C5H8O2 at a distorted geometry (ωB97M-V with the def2-TZVPD basis set).

Cartesian coordinates (Å):
1 C -0.578 -0.711 1.824
2 C -0.254 -0.098 0.513
3 C -0.796 1.082 -0.165
4 C 0.806 0.431 -0.340
5 O 1.825 1.257 0.024
6 C 0.899 -0.801 -1.174
7 O -0.265 -1.297 -0.517
8 H -1.632 -1.012 1.756
9 H -0.460 -0.040 2.676
10 H 0.038 -1.603 1.927
11 H -1.852 1.037 -0.480
12 H -0.459 2.103 -0.062
13 H 2.441 1.327 -0.717
14 H 0.822 -0.633 -2.255
15 H 1.816 -1.389 -0.973

calculated total energy: -345.65357 hartree
structure (SMILES): C[C@@]12C[C@]1(O)CO2
charge: 0
gap between HOMO and LUMO: 9.56 eV
E_LUMO: 0.65 eV
E_HOMO: -0.327 hartree
relative energy (zero: lowest compared OMol25 entry of this formula, charge and spin): 397.5 kJ/mol



2.
Entry from OMol25: the ion C6H10ClN2 with charge +1 at a distorted geometry (ωB97M-V with the def2-TZVPD basis set).

Cartesian coordinates (Å):
1 C 1.023 -1.568 0.530
2 C -0.294 -1.335 0.863
3 C 0.821 0.415 -0.554
4 C -2.153 1.803 0.096
5 C 2.890 -0.457 -0.757
6 C -2.102 0.295 0.439
7 N 1.550 -0.548 -0.190
8 N -0.777 -0.159 0.516
9 Cl -3.009 -0.634 -0.821
10 H 1.683 -2.309 0.975
11 H -0.963 -2.169 1.066
12 H 0.732 1.392 -1.017
13 H -1.472 1.892 -0.787
14 H -3.218 2.008 -0.014
15 H -1.817 2.406 0.825
16 H 2.734 0.455 -1.357
17 H 3.781 -0.331 0.023
18 H 3.197 -1.260 -1.331
19 H -2.608 0.103 1.495

calculated total energy: -803.92687 hartree
charge: +1
gap between HOMO and LUMO: 8.86 eV
E_LUMO: -4.59 eV
E_HOMO: -0.494 hartree
relative energy (zero: lowest compared OMol25 entry of this formula, charge and spin): 435.7 kJ/mol